1.
{
  "formula": "C28H33NO6SSr",
  "method": "wB97M-V/def2-TZVPD",
  "elements": ["Sr", "O", "C", "C", "N", "C", "C", "O", "O", "C", "C", "O", "O", "H", "H", "H", "H", "H", "H", "H", "H", "H", "C", "C", "C", "C", "C", "C", "C", "C", "C", "C", "H", "H", "H", "H", "H", "H", "H", "H", "H", "H", "H", "H", "H", "H", "O", "S", "C", "C", "C", "C", "C", "C", "C", "C", "C", "C", "C", "C", "H", "H", "H", "H", "H", "H", "H", "H", "H", "H"],
  "coordinates": [[-0.731661, 0.383869, 1.128971], [-1.343242, 2.245579, 3.085652], [-0.251018, 2.637449, 3.928046], [0.827653, 1.571692, 3.987864], [1.320060, 1.156050, 2.672370], [1.962510, 2.253771, 1.931323], [0.995340, 3.233307, 1.232242], [1.314799, 4.404469, 1.131738], [-0.086782, 2.695068, 0.772194], [2.252649, 0.026621, 2.802057], [2.284114, -0.841413, 1.532279], [3.361813, -1.230794, 1.097885], [1.124252, -1.099069, 1.046431], [-1.192521, 2.735164, 2.251908], [-0.638726, 2.798945, 4.935291], [0.156162, 3.588665, 3.580102], [0.415973, 0.683178, 4.475545], [1.645692, 1.943042, 4.625813], [2.562645, 1.802082, 1.135506], [2.644831, 2.822395, 2.573859], [1.906712, -0.620590, 3.612072], [3.264872, 0.363371, 3.048186], [-0.790892, -3.081722, -0.884997], [-1.898311, -3.446360, 0.108373], [-1.372262, -4.444917, 1.132745], [-2.513158, -2.205713, 0.734713], [-3.124736, -1.250602, -0.082030], [-3.737384, -0.121661, 0.448706], [-3.762598, 0.109115, 1.825402], [-4.451921, 1.308801, 2.413863], [-3.131354, -0.829133, 2.642501], [-2.522965, -1.963122, 2.109482], [-0.441739, -3.979089, -1.399393], [0.057276, -2.633294, -0.363547], [-1.131408, -2.372600, -1.639958], [-2.709510, -3.929344, -0.448965], [-0.533135, -4.022667, 1.691012], [-1.006176, -5.334804, 0.620710], [-2.142288, -4.759105, 1.839658], [-3.120412, -1.391009, -1.156056], [-4.207032, 0.591421, -0.218922], [-5.357996, 1.005224, 2.941496], [-4.738450, 2.017688, 1.637959], [-3.801429, 1.819388, 3.123537], [-3.120051, -0.673706, 3.715457], [-2.054329, -2.668544, 2.782651], [-0.389819, 0.327833, -1.339482], [1.105802, 0.441196, -1.589398], [1.286259, 1.763593, -2.777597], [0.586761, 2.929135, -2.484437], [0.754529, 4.035335, -3.302397], [1.616532, 3.977524, -4.389112], [2.321405, 2.813760, -4.660175], [2.163859, 1.697749, -3.851057], [1.544819, -0.980188, -2.552753], [2.523266, -1.812216, -2.032654], [2.829201, -2.982445, -2.721854], [2.152568, -3.301744, -3.886753], [1.157797, -2.461745, -4.383636], [0.846824, -1.292723, -3.714955], [-0.055982, 2.973062, -1.613201], [0.221571, 4.949084, -3.076059], [1.747131, 4.846009, -5.021549], [2.999672, 2.772155, -5.502316], [2.717311, 0.791768, -4.057812], [3.004869, -1.570693, -1.089420], [3.588894, -3.646623, -2.331557], [2.392239, -4.216456, -4.414104], [0.628309, -2.721822, -5.290928], [0.072315, -0.628643, -4.078520]],
  "atomic_forces_ev_per_a": [[0.00, 0.00, -0.08], [0.00, 0.03, 0.05], [0.00, -0.02, 0.00], [0.03, 0.00, -0.02], [0.01, -0.01, 0.06], [-0.01, 0.02, 0.01], [-0.01, -0.08, -0.03], [0.08, 0.02, 0.02], [-0.07, -0.03, 0.02], [0.05, 0.03, 0.01], [-0.07, 0.01, -0.01], [-0.01, 0.01, -0.01], [0.01, -0.05, 0.03], [-0.01, 0.00, -0.02], [-0.01, -0.01, 0.00], [0.00, 0.00, -0.01], [-0.01, 0.00, 0.01], [0.00, 0.01, -0.01], [0.01, 0.02, 0.00], [0.00, 0.01, -0.01], [0.01, 0.00, 0.00], [0.00, -0.01, 0.00], [0.00, 0.00, -0.01], [-0.01, -0.01, 0.01], [0.00, 0.01, 0.00], [-0.01, 0.03, -0.03], [0.01, -0.02, 0.00], [0.00, 0.00, 0.02], [0.01, -0.01, 0.00], [-0.01, 0.00, 0.00], [0.00, 0.00, -0.01], [0.01, -0.02, 0.02], [0.00, 0.00, 0.00], [0.00, 0.00, 0.00], [0.00, 0.00, 0.00], [0.00, 0.00, 0.00], [0.00, 0.00, 0.00], [0.00, 0.00, 0.00], [0.00, 0.00, 0.00], [-0.01, 0.00, 0.00], [0.00, 0.00, 0.00], [0.00, 0.00, 0.00], [0.00, 0.00, 0.00], [0.00, 0.00, 0.00], [0.00, 0.00, 0.00], [0.00, 0.01, 0.00], [0.01, 0.06, 0.02], [0.00, 0.02, 0.00], [-0.05, -0.02, -0.02], [0.01, 0.00, 0.00], [0.00, -0.01, 0.00], [-0.01, 0.00, 0.00], [0.01, 0.01, 0.00], [0.00, 0.01, 0.02], [0.00, 0.00, 0.01], [-0.01, -0.01, -0.04], [0.01, 0.03, 0.04], [-0.01, -0.01, -0.03], [0.00, 0.01, -0.01], [0.02, -0.01, 0.01], [0.01, 0.00, -0.01], [0.00, 0.00, 0.00], [0.00, 0.00, 0.00], [0.00, 0.00, 0.00], [0.00, 0.00, 0.00], [0.00, -0.02, 0.00], [0.00, 0.00, 0.00], [0.00, 0.00, 0.00], [0.00, -0.01, 0.00], [0.00, 0.01, 0.01]],
  "e_homo_ev": -8.9,
  "max_force_ev_per_a": 0.1
}

2.
{
  "formula": "C28H34BBr2Cl2F3INO15P",
  "method": "wB97M-V/def2-TZVPD",
  "elements": ["C", "C", "C", "Br", "C", "C", "C", "B", "C", "O", "P", "O", "Cl", "O", "C", "Br", "I", "C", "C", "C", "O", "C", "C", "C", "C", "C", "C", "N", "O", "C", "C", "O", "Cl", "H", "H", "H", "H", "H", "H", "H", "H", "H", "H", "H", "H", "H", "H", "H", "H", "H", "H", "H", "H", "H", "H", "H", "H", "H", "C", "C", "O", "C", "O", "O", "F", "H", "H", "H", "C", "C", "O", "C", "O", "O", "F", "H", "H", "H", "C", "C", "O", "C", "O", "O", "F", "H", "H", "H"],
  "coordinates": [[2.927489, -1.175976, 3.378112], [2.231908, -2.553417, 2.978311], [0.748907, -2.567511, 2.408040], [-0.344293, -1.547822, 3.712169], [0.434000, -2.346664, 0.829110], [-0.955953, -3.220432, 0.710938], [0.037653, -0.860338, 0.373053], [-1.520211, -0.353048, 0.475887], [-2.235514, 0.632192, -0.648466], [-2.464958, -0.613121, 1.546354], [1.026286, 0.545543, 1.289295], [2.541766, 0.804557, 0.552483], [0.018688, 2.405107, 1.071735], [0.326855, -0.486792, -1.015439], [0.419518, -1.493233, -1.977987], [1.329438, -0.487112, -3.499209], [-1.484952, -1.979285, -3.049517], [1.140509, -2.869548, -1.559241], [2.161524, -3.418503, -2.617065], [3.602786, -2.881118, -2.881103], [4.228117, -3.555517, -3.772393], [4.484726, -1.700936, -2.321815], [4.651000, -0.279765, -2.975123], [5.548253, 0.843700, -2.410948], [6.371581, 0.619031, -1.120426], [6.288160, -0.785425, -0.461707], [5.384565, -1.895934, -1.038915], [1.533857, -2.972819, -0.069393], [2.563951, -2.082003, -0.035887], [1.806844, -4.411299, 0.186683], [3.284457, -4.987427, 0.302054], [3.751574, -5.317505, 1.431602], [4.429703, -5.458894, -1.035843], [3.713861, -1.364695, 4.188729], [3.519317, -0.808709, 2.450357], [2.255966, -0.320450, 3.695060], [3.016313, -3.149231, 2.398808], [2.162404, -3.129679, 3.987057], [0.400000, -3.654309, 2.646275], [-1.659508, -3.005958, 1.604042], [-0.764392, -4.356722, 0.862180], [-1.453960, -3.149259, -0.304454], [-2.964945, 0.051387, -1.316241], [-1.491620, 1.281756, -1.216569], [-2.902927, 1.390504, -0.074785], [-2.613239, 0.272613, 1.965435], [2.609114, 0.437764, -0.359246], [0.249578, -3.610734, -1.667318], [1.605731, -3.350771, -3.637903], [2.248050, -4.570606, -2.502109], [4.070379, -0.048829, -3.936669], [5.602222, 1.877344, -2.915949], [7.023336, 1.440775, -0.653518], [6.900974, -1.004483, 0.469964], [5.389025, -2.902217, -0.473602], [3.342156, -2.305245, 0.508538], [1.305474, -4.852613, 1.135176], [1.335194, -5.114252, -0.611325], [-7.339740, -1.092273, -3.265238], [-6.762153, -1.615363, -1.989227], [-5.367667, -1.507412, -2.198979], [-5.209960, -0.458294, -3.053351], [-4.166517, 0.099644, -3.247000], [-6.382024, -0.116197, -3.654082], [-7.071699, -2.921090, -1.813978], [-7.412021, -1.859361, -4.041329], [-8.323569, -0.642895, -3.123840], [-7.045258, -1.045129, -1.099787], [-2.165278, 4.790781, -0.599885], [-3.633228, 4.668396, -0.857061], [-4.126524, 5.949587, -0.526068], [-3.098929, 6.810514, -0.777865], [-3.223439, 7.995194, -0.872802], [-1.912745, 6.151996, -0.914706], [-4.199529, 3.759862, -0.024583], [-1.903049, 4.605457, 0.445868], [-1.574934, 4.125877, -1.232524], [-3.890417, 4.431518, -1.893639], [-0.694922, 6.523927, 4.398722], [-1.444211, 6.217919, 3.141508], [-1.633612, 4.818493, 3.210559], [-1.679002, 4.524838, 4.541459], [-2.090776, 3.494017, 4.987273], [-1.204972, 5.551656, 5.300621], [-0.694966, 6.497351, 2.047857], [0.384760, 6.387359, 4.289990], [-0.885664, 7.534778, 4.761789], [-2.414695, 6.716784, 3.063018]],
  "atomic_forces_ev_per_a": [[1.14, 0.26, -1.09], [0.71, 0.09, 1.91], [1.27, -1.81, 0.52], [0.32, -0.41, -0.86], [-3.61, -0.69, 1.65], [0.41, -1.47, 0.11], [0.04, 0.99, -0.90], [-3.27, 0.89, 0.57], [0.31, 0.74, 0.69], [2.50, 0.93, -0.65], [2.08, 0.53, 1.69], [-2.47, -1.03, -0.52], [0.20, -1.11, -0.62], [0.84, -2.47, -0.89], [0.55, 1.21, -0.56], [-0.10, -0.55, 0.97], [0.40, -0.18, 0.76], [-2.79, -1.13, -1.75], [-0.56, -0.87, -0.36], [3.63, -1.51, -3.57], [-2.76, 2.41, 3.42], [2.65, 3.74, 2.64], [0.99, -0.73, 1.84], [0.14, -2.82, 2.11], [-2.25, -3.04, -1.47], [-1.88, 0.88, -2.87], [-0.13, 2.36, -1.11], [-1.15, 0.47, -1.10], [1.86, 1.18, -0.03], [-0.12, -4.26, 0.47], [3.23, -1.58, 4.56], [-2.81, 1.90, -4.64], [-1.86, 0.81, 0.62], [-1.23, 0.17, -1.10], [-0.92, -0.29, 1.54], [0.66, -1.38, -0.31], [-1.36, 0.57, 0.43], [-0.14, 0.77, -1.83], [0.48, 1.99, -0.68], [1.18, 0.32, -1.75], [0.02, 1.78, -0.34], [0.36, 0.33, 1.32], [1.32, 0.86, 0.79], [-1.11, -1.11, 0.25], [1.01, -1.31, -0.74], [-0.39, -1.04, -0.49], [-0.03, 0.47, 0.39], [1.60, 1.15, 0.50], [0.92, 0.15, 1.77], [0.14, 1.97, -0.05], [1.07, -0.46, 1.69], [-0.23, -2.02, 0.74], [-1.18, -1.46, -0.92], [-0.95, 0.28, -1.43], [0.04, 1.71, -1.15], [-0.32, -0.41, 0.27], [1.05, 1.54, -1.28], [0.64, 1.78, 0.96], [-0.93, 0.18, -0.47], [-0.18, -0.76, 0.27], [-0.12, 0.67, -0.17], [0.89, 0.81, -0.62], [-0.88, -0.58, 0.08], [0.76, -0.18, 0.48], [0.03, -0.02, 0.18], [0.08, -0.10, 0.22], [0.20, 0.14, -0.07], [0.03, -0.18, 0.03], [0.90, -0.46, -0.07], [-0.47, -0.24, 0.34], [0.52, -0.09, -0.43], [0.12, 1.83, -0.07], [0.12, -1.13, 0.18], [-0.65, 0.15, -0.01], [-0.18, -0.17, -0.02], [-0.26, -0.06, -0.02], [0.03, 0.22, -0.02], [-0.12, -0.11, 0.13], [0.40, 0.79, 0.56], [0.25, 0.13, -0.63], [-0.21, 0.31, 0.48], [-0.37, -1.38, 1.01], [0.44, 0.85, -0.49], [-0.33, -0.50, -0.53], [-0.12, 0.00, -0.20], [-0.11, -0.03, -0.24], [-0.07, -0.20, 0.12], [0.10, 0.00, -0.17]],
  "e_homo_ev": -11.5,
  "total_charge": 1,
  "max_force_ev_per_a": 5.8
}

3.
{
  "formula": "C28H34Cl2N5O6PRuTe",
  "method": "wB97M-V/def2-TZVPD",
  "elements": ["Ru", "C", "C", "C", "C", "C", "C", "N", "C", "C", "C", "C", "C", "N", "C", "C", "C", "C", "C", "C", "N", "H", "H", "H", "H", "H", "H", "H", "H", "H", "H", "H", "H", "H", "H", "H", "Cl", "C", "Cl", "C", "O", "O", "H", "C", "C", "O", "P", "O", "Te", "O", "C", "C", "H", "H", "H", "H", "H", "H", "H", "H", "H", "H", "N", "C", "N", "C", "C", "O", "C", "C", "H", "H", "H", "H", "H", "H", "H", "H"],
  "coordinates": [[0.175101, 0.607064, 0.459965], [1.280040, -1.274464, 3.198436], [0.091358, -1.964404, 2.627418], [-0.517773, -3.035324, 3.287771], [-1.624658, -3.633710, 2.721202], [-2.094919, -3.173367, 1.500048], [-1.438237, -2.113260, 0.884112], [-0.378843, -1.534926, 1.464346], [-1.819140, -1.572406, -0.429250], [-2.691007, -2.249891, -1.282179], [-2.990550, -1.702003, -2.517773], [-2.393438, -0.508980, -2.883980], [-1.507319, 0.105026, -1.999850], [-1.250726, -0.411323, -0.790058], [-0.803129, 1.349778, -2.340254], [-0.473475, 1.693790, -3.646039], [0.256341, 2.855337, -3.861708], [0.588491, 3.648406, -2.778957], [0.201034, 3.255047, -1.494805], [0.481937, 4.119478, -0.315247], [-0.456614, 2.118040, -1.297727], [1.898347, -1.969734, 3.760671], [0.962861, -0.482980, 3.880673], [1.867020, -0.824462, 2.396074], [-0.121661, -3.381107, 4.231251], [-2.122311, -4.452338, 3.220362], [-2.963770, -3.630136, 1.057528], [-3.114688, -3.198085, -0.997106], [-3.670244, -2.206974, -3.186020], [-2.621358, -0.049576, -3.831983], [-0.746089, 1.053549, -4.469057], [0.553842, 3.132421, -4.862316], [1.135620, 4.570922, -2.904444], [-0.119869, 5.025888, -0.376364], [1.525863, 4.419926, -0.292409], [0.236267, 3.598803, 0.609958], [2.196429, 1.687342, 5.074361], [2.871351, 2.205077, 3.511978], [4.180686, 1.135361, 3.021818], [1.697803, 2.200136, 2.500507], [0.801196, 3.013110, 2.656096], [1.767116, 1.344835, 1.570205], [3.260950, 3.219060, 3.642239], [4.182918, 2.593824, -1.883874], [4.164229, 2.221488, -0.415561], [4.049790, 0.818872, -0.194876], [3.036542, -0.172387, -0.903303], [1.612986, 0.292726, -1.036907], [3.718487, -0.711378, -3.176304], [3.037410, -1.417826, 0.054523], [4.224221, -1.954499, 0.681982], [5.386952, -2.119431, -0.272700], [4.409896, 3.652331, -1.989338], [3.210736, 2.395511, -2.337440], [4.955248, 2.031316, -2.409762], [3.334181, 2.711633, 0.101448], [5.101798, 2.498767, 0.075705], [3.904364, -2.918683, 1.083711], [4.498146, -1.288877, 1.506315], [5.138504, -2.796910, -1.089535], [6.234874, -2.535162, 0.265954], [5.685588, -1.150940, -0.672645], [-1.207757, 1.317305, 1.667851], [-1.845128, 2.178085, 2.135091], [-2.543565, 3.134965, 2.622286], [-3.994668, 3.123745, 2.661284], [-4.437424, 3.061307, 4.141278], [-3.874726, 4.118045, 4.861547], [-2.473511, 4.090007, 4.857295], [-1.936028, 4.191848, 3.417337], [-4.390499, 2.277215, 2.100595], [-4.360900, 4.059079, 2.226719], [-4.142426, 2.090727, 4.566565], [-5.520174, 3.173827, 4.214433], [-2.095282, 3.169145, 5.322840], [-2.144209, 4.949830, 5.441170], [-0.851580, 4.091843, 3.391575], [-2.235975, 5.153493, 2.992165]],
  "atomic_forces_ev_per_a": [[0.92, -0.09, -0.17], [0.08, 0.07, -0.11], [0.01, -0.38, 0.36], [-0.08, 0.06, -0.16], [0.13, 0.11, 0.06], [0.07, 0.31, -0.27], [-0.07, -0.54, 0.62], [0.11, 0.54, -0.59], [-0.34, -0.20, -0.26], [0.22, 0.32, 0.03], [0.16, 0.06, 0.19], [0.19, 0.08, 0.28], [-0.35, -0.30, -0.36], [0.03, 0.04, 0.00], [0.23, 0.50, -0.54], [-0.16, -0.18, 0.39], [-0.01, 0.10, 0.23], [-0.18, -0.19, -0.02], [0.15, 0.35, -0.35], [-0.09, -0.14, 0.17], [-0.02, -0.43, 0.09], [0.04, 0.00, 0.05], [0.04, 0.00, 0.00], [0.05, -0.09, 0.23], [0.04, 0.01, 0.03], [-0.02, -0.04, 0.01], [-0.08, -0.03, -0.09], [0.00, -0.05, 0.08], [-0.07, -0.02, -0.07], [0.04, 0.06, -0.07], [-0.02, -0.07, -0.08], [0.01, 0.03, -0.06], [0.03, 0.06, -0.03], [-0.01, 0.08, 0.01], [0.12, 0.08, 0.04], [0.08, 0.15, -0.03], [0.06, 0.12, 0.04], [-0.27, -0.01, -0.06], [0.23, 0.12, 0.09], [-0.23, 1.32, 1.18], [0.42, -0.01, 0.17], [-0.77, -1.36, -1.64], [-0.11, -0.29, -0.08], [0.14, -0.04, 0.20], [0.23, 0.91, -0.12], [-0.59, -1.28, -0.38], [1.01, -0.05, 0.41], [-0.84, 0.17, 0.41], [-0.11, -0.19, 0.14], [-0.15, 0.30, -0.41], [0.49, -0.27, 0.43], [-0.26, -0.04, -0.03], [-0.04, 0.10, 0.04], [0.04, 0.03, -0.15], [-0.09, 0.11, -0.03], [0.10, -0.07, 0.02], [-0.22, -0.02, -0.06], [0.04, 0.18, -0.02], [-0.14, -0.10, -0.10], [0.01, -0.03, -0.01], [0.07, -0.01, 0.03], [0.17, 0.03, -0.04], [-0.49, 0.49, 0.52], [0.12, -0.46, -0.41], [0.32, -0.31, -0.29], [-1.12, -0.07, 0.48], [-0.05, -0.19, -0.57], [-0.20, 0.21, 0.20], [0.44, 0.09, -0.39], [0.39, 0.64, 1.07], [0.08, 0.04, -0.02], [0.11, -0.12, -0.06], [-0.02, 0.04, 0.02], [0.09, -0.10, -0.07], [-0.04, 0.02, 0.02], [0.07, -0.10, -0.06], [-0.16, 0.05, -0.01], [0.01, -0.11, -0.08]],
  "spin_multiplicity": 5,
  "e_homo_ev": [-13.9, -13.6],
  "total_charge": 2,
  "s_squared": 6.0173,
  "max_force_ev_per_a": 2.3
}